The following is a quantum chemistry calculation of a molecular structure, C30H22N8ORe, from the Open Molecules 2025 dataset.

Geometry (Å):
Re  1.369  -0.553  0.748
C  3.536  1.132  -2.662
C  3.185  0.802  -1.360
N  2.051  0.148  -1.108
C  1.231  -0.140  -2.150
C  1.610  0.220  -3.440
N  2.752  0.835  -3.690
C  -0.007  -0.833  -1.789
C  -1.028  -1.199  -2.640
C  -2.167  -1.830  -2.132
C  -2.225  -2.098  -0.754
C  -1.179  -1.735  0.057
N  -0.099  -1.092  -0.459
C  -1.070  -1.972  1.508
C  -1.992  -2.656  2.289
N  -1.819  -2.827  3.590
C  -0.733  -2.319  4.153
C  0.214  -1.634  3.402
N  0.051  -1.475  2.089
C  -3.279  -2.199  -3.019
C  -3.035  -2.666  -4.309
C  -4.119  -3.001  -5.110
N  -5.370  -2.880  -4.694
C  -5.615  -2.431  -3.472
C  -4.599  -2.084  -2.591
H  4.462  1.650  -2.876
H  3.802  1.071  -0.514
H  0.979  0.009  -4.295
H  -0.957  -0.971  -3.694
H  -3.084  -2.603  -0.336
H  -2.892  -3.083  1.861
H  -0.612  -2.459  5.219
H  1.104  -1.204  3.842
H  -2.027  -2.805  -4.679
H  -3.975  -3.378  -6.116
H  -6.658  -2.348  -3.189
H  -4.844  -1.698  -1.609
N  5.174  -0.844  2.760
C  4.129  -0.965  1.962
O  3.118  -0.236  2.116
C  4.159  -1.961  0.839
C  2.727  -2.242  0.411
H  5.170  -0.145  3.489
H  6.004  -1.400  2.642
H  4.687  -2.867  1.144
H  4.736  -1.517  0.024
H  2.306  -3.045  1.027
H  2.691  -2.546  -0.637
N  -2.083  8.590  2.772
C  -1.650  7.551  2.544
C  -1.101  6.259  2.267
C  -0.248  5.661  3.197
C  0.284  4.416  2.943
C  -0.021  3.756  1.744
C  -0.873  4.364  0.810
C  -1.413  5.604  1.074
C  0.530  2.476  1.484
C  0.950  1.342  1.297
H  -0.020  6.180  4.118
H  0.944  3.939  3.654
H  -1.100  3.851  -0.114
H  -2.068  6.085  0.361

Forces on atoms 1 to 6 (eV/Å):
1.26 0.37 0.62
-0.14 -0.07 -0.08
0.04 0.02 0.09
-0.23 0.19 -0.12
0.34 0.14 -0.18
-0.23 -0.12 0.20

## Properties
HOMO (spin up / spin down) = -13.225 / -13.154 eV
orbital gap (spin up / spin down) = 4.69 / 4.80 eV
spin multiplicity = 2
net charge = +2
lowest unoccupied orbital energy (spin up / spin down) = -8.53 / -8.35 eV

The following is a quantum chemistry calculation of C4H11NO in the gas phase, from the Open Molecules 2025 dataset.

Geometry (Å):
C  -1.831  1.113  -1.420
N  -1.221  -0.073  -0.817
C  0.305  0.022  -0.606
C  0.565  -0.740  0.824
C  2.031  -0.642  1.283
O  -0.177  -0.177  1.871
H  -2.922  0.989  -1.251
H  -1.558  1.909  -0.739
H  -1.799  1.649  -2.416
H  -1.354  -0.885  -1.367
H  0.760  1.024  -0.292
H  0.837  -0.324  -1.397
H  0.280  -1.736  0.541
H  2.492  -1.522  0.792
H  2.251  -0.849  2.257
H  2.460  0.315  1.185
H  -1.119  -0.073  1.553

Forces on atoms 1 to 6 (eV/Å):
-2.00 1.19 1.06
2.84 1.51 -0.36
-1.93 1.71 5.35
0.91 1.38 -1.28
-1.11 -2.12 -2.87
-2.04 0.23 -0.82

## Properties
HOMO = -9.311 eV
orbital gap = 10.34 eV
ΔE to the lowest compared entry with this formula, charge and spin = 239.1 kJ/mol
SMILES string = CNC[C@@H](C)O
spin multiplicity = 1
lowest unoccupied orbital energy = 1.03 eV

The following is a quantum chemistry calculation of a molecular structure, C30H51Cl2EuN2OP, from the Open Molecules 2025 dataset.

Geometry (Å):
P  0.128  -0.823  -1.294
C  1.682  -0.255  -2.260
C  1.948  -0.806  -3.666
C  3.317  -0.361  -4.194
C  3.573  1.145  -4.057
C  3.205  1.700  -2.675
C  1.801  1.275  -2.234
C  -1.297  0.016  -2.195
C  -1.108  0.114  -3.701
C  -2.393  0.603  -4.365
C  -2.868  1.935  -3.774
C  -2.888  1.959  -2.237
C  -1.620  1.387  -1.586
C  -0.053  -2.534  -2.041
C  1.111  -3.450  -1.643
C  1.059  -4.738  -2.473
C  -0.278  -5.481  -2.338
C  -1.495  -4.556  -2.474
C  -1.365  -3.244  -1.692
H  2.449  -0.653  -1.573
H  1.176  -0.449  -4.360
H  1.900  -1.903  -3.691
H  3.397  -0.652  -5.249
H  4.095  -0.911  -3.648
H  4.629  1.353  -4.269
H  2.986  1.678  -4.818
H  3.924  1.334  -1.928
H  3.267  2.795  -2.686
H  1.623  1.635  -1.212
H  1.053  1.734  -2.897
H  -2.146  -0.651  -1.977
H  -3.170  -0.163  -4.235
H  -0.815  -0.846  -4.149
H  -0.304  0.831  -3.911
H  -2.216  0.709  -5.443
H  -3.870  2.161  -4.161
H  -2.203  2.733  -4.131
H  -3.044  2.988  -1.890
H  -3.745  1.364  -1.890
H  -1.766  1.298  -0.497
H  -0.776  2.077  -1.739
H  -0.042  -2.362  -3.131
H  2.088  -2.963  -1.767
H  1.011  -3.696  -0.575
H  1.208  -4.488  -3.534
H  1.885  -5.396  -2.182
H  -0.314  -5.961  -1.352
H  -0.337  -6.275  -3.093
H  -2.401  -5.077  -2.146
H  -1.634  -4.317  -3.537
H  -2.238  -2.609  -1.892
H  -1.388  -3.437  -0.611
Eu  -0.038  -0.276  1.758
Cl  -2.285  -1.358  0.945
Cl  2.392  0.456  1.040
C  -0.714  1.882  2.690
H  -1.203  1.818  3.686
C  -0.533  3.209  2.291
C  -1.077  4.320  3.045
C  -1.152  5.586  2.490
C  -0.658  5.833  1.190
C  0.027  4.810  0.499
C  0.146  3.543  1.054
H  -1.475  4.094  4.040
H  -1.610  6.401  3.064
H  0.464  5.017  -0.486
H  0.739  2.748  0.584
H  -0.782  6.819  0.739
C  2.435  -0.573  4.827
N  1.266  -0.461  5.685
C  1.504  -0.200  7.094
C  0.075  -0.724  5.093
O  0.119  -1.091  3.874
N  -1.151  -0.588  5.667
C  -1.477  -0.146  7.018
C  -2.274  -1.059  4.873
H  3.310  -0.294  5.420
H  2.348  0.087  3.954
H  2.541  -1.598  4.453
H  1.232  0.833  7.363
H  0.957  -0.911  7.733
H  2.577  -0.329  7.268
H  -2.413  0.419  6.968
H  -1.627  -1.002  7.700
H  -0.701  0.507  7.422
H  -2.341  -0.540  3.908
H  -2.183  -2.132  4.669
H  -3.176  -0.867  5.460

Forces on atoms 1 to 6 (eV/Å):
0.09 0.11 -1.48
-0.44 -0.33 0.69
-0.14 0.10 -0.22
0.10 -0.07 0.19
-0.13 0.06 0.00
0.01 -0.13 0.02

## Properties
HOMO (spin up / spin down) = -1.331 / -1.418 eV
orbital gap (spin up / spin down) = 3.56 / 3.65 eV
spin multiplicity = 7
net charge = -1
lowest unoccupied orbital energy (spin up / spin down) = 2.23 / 2.23 eV

The following is a quantum chemistry calculation of 12 unconnected molecules or ions with the total composition C42H117N9O15, from the Open Molecules 2025 dataset.

Geometry (Å):
C  -5.734  2.502  -3.746
O  -4.554  2.555  -4.610
C  -3.840  1.293  -4.618
C  -2.780  1.338  -3.490
C  -1.568  2.264  -3.750
N  -2.365  0.031  -2.997
H  -5.534  2.021  -2.788
H  -6.535  1.970  -4.260
H  -6.053  3.525  -3.548
H  -4.498  0.474  -4.330
H  -3.427  1.045  -5.596
H  -3.306  1.669  -2.595
H  -1.809  3.321  -3.643
H  -1.147  2.212  -4.755
H  -0.709  2.027  -3.122
H  -1.795  0.381  -2.240
H  -3.125  -0.442  -2.529
C  3.182  -2.270  -3.381
O  3.758  -1.057  -3.812
C  2.956  -0.280  -4.715
C  3.662  1.023  -5.063
C  2.769  2.010  -5.909
N  4.940  0.899  -5.751
H  3.125  -3.011  -4.179
H  2.165  -1.972  -3.122
H  3.545  -2.628  -2.417
H  2.664  -0.822  -5.615
H  2.005  -0.105  -4.213
H  3.959  1.588  -4.179
H  3.190  2.995  -6.112
H  1.816  2.011  -5.380
H  2.453  1.601  -6.869
H  4.727  0.627  -6.701
H  5.390  0.099  -5.329
C  4.328  2.195  -1.156
O  4.737  3.544  -0.968
C  5.773  3.767  -0.041
C  6.077  5.255  0.113
C  6.442  6.014  -1.219
N  7.153  5.464  1.118
H  5.225  1.591  -1.288
H  3.700  1.927  -2.005
H  3.878  1.817  -0.238
H  5.382  3.463  0.930
H  6.645  3.162  -0.287
H  5.159  5.689  0.509
H  6.436  7.092  -1.063
H  5.847  5.736  -2.089
H  7.416  5.653  -1.552
H  7.385  6.446  1.157
H  8.024  5.080  0.779
C  2.281  -1.103  4.798
O  1.629  0.184  4.657
C  2.607  1.230  4.568
C  2.200  2.282  3.520
C  3.200  3.430  3.382
N  0.929  2.914  3.862
H  1.660  -1.856  5.283
H  3.078  -1.005  5.535
H  2.623  -1.581  3.880
H  2.701  1.703  5.545
H  3.566  0.821  4.249
H  2.004  1.906  2.516
H  4.193  3.014  3.214
H  3.289  4.041  4.281
H  2.947  4.066  2.534
H  0.397  2.083  4.078
H  1.091  3.444  4.706
C  -4.243  -6.014  6.976
O  -2.916  -5.581  7.087
C  -2.047  -5.795  5.950
C  -0.654  -5.200  6.142
C  -0.656  -3.672  6.161
N  0.198  -5.533  4.974
H  -4.665  -5.657  7.916
H  -4.297  -7.079  6.747
H  -4.689  -5.458  6.151
H  -1.948  -6.865  5.768
H  -2.453  -5.289  5.075
H  -0.287  -5.653  7.063
H  0.268  -3.218  6.519
H  -1.362  -3.340  6.922
H  -0.800  -3.243  5.169
H  -0.005  -5.027  4.124
H  0.046  -6.473  4.637
C  1.216  7.423  0.038
O  0.982  6.520  -1.046
C  2.211  6.139  -1.577
C  2.109  5.361  -2.945
C  1.280  4.102  -2.883
N  3.442  4.865  -3.388
H  0.268  7.727  0.481
H  1.430  8.413  -0.367
H  1.899  7.182  0.853
H  2.675  7.085  -1.856
H  2.800  5.512  -0.907
H  1.592  5.978  -3.680
H  0.247  4.384  -2.678
H  1.728  3.517  -2.080
H  1.285  3.628  -3.864
H  3.855  4.486  -2.548
H  3.245  4.102  -4.019
C  -2.132  -9.360  0.113
O  -2.323  -8.328  1.070
C  -2.430  -7.014  0.480
C  -2.612  -5.877  1.522
C  -3.104  -4.545  0.974
N  -1.415  -5.564  2.262
H  -2.152  -10.323  0.624
H  -1.312  -9.256  -0.598
H  -2.977  -9.299  -0.573
H  -1.573  -6.807  -0.160
H  -3.208  -7.003  -0.283
H  -3.430  -6.081  2.212
H  -3.467  -3.986  1.836
H  -3.898  -4.859  0.297
H  -2.378  -4.065  0.319
H  -0.795  -5.150  1.581
H  -1.027  -6.449  2.557
C  -0.562  -4.229  -2.282
O  0.236  -3.776  -3.388
C  -0.382  -2.691  -4.114
C  -1.730  -3.054  -4.872
C  -1.607  -4.093  -6.047
N  -2.333  -1.830  -5.368
H  0.138  -4.912  -1.801
H  -1.416  -4.841  -2.571
H  -0.917  -3.518  -1.536
H  -0.437  -1.724  -3.613
H  0.353  -2.536  -4.904
H  -2.396  -3.346  -4.060
H  -0.869  -3.679  -6.734
H  -2.493  -4.383  -6.612
H  -1.239  -5.062  -5.708
H  -2.458  -1.216  -4.575
H  -3.268  -2.169  -5.538
C  -0.645  -1.825  2.925
O  -0.481  -1.791  1.487
C  0.636  -1.008  0.996
C  0.371  -0.525  -0.494
C  1.565  0.200  -1.037
N  -0.783  0.316  -0.462
H  -1.558  -2.352  3.206
H  -0.762  -0.824  3.341
H  0.245  -2.237  3.399
H  0.814  -0.103  1.578
H  1.476  -1.699  1.060
H  0.126  -1.385  -1.117
H  1.512  0.185  -2.125
H  2.410  -0.444  -0.796
H  1.688  1.199  -0.617
H  -1.315  -0.003  0.334
H  -0.489  1.200  -0.071
O  0.333  5.070  2.640
C  -0.688  4.696  1.764
C  -0.242  3.614  0.765
O  -0.097  2.348  1.415
H  0.580  4.271  3.112
H  -1.605  4.389  2.267
H  -0.984  5.554  1.161
H  0.708  3.894  0.308
H  -1.012  3.433  0.016
H  0.526  2.574  2.109
O  -4.801  -0.511  -1.453
C  -4.126  -1.278  -0.416
C  -3.947  -0.533  0.872
O  -5.166  -0.523  1.654
H  -5.695  -0.425  -1.114
H  -4.750  -2.159  -0.263
H  -3.194  -1.657  -0.836
H  -3.596  0.488  0.719
H  -3.166  -0.907  1.534
H  -5.153  0.162  2.326
O  -4.985  1.680  3.098
C  -3.637  1.964  3.616
C  -2.975  0.826  4.417
O  -3.566  0.687  5.662
H  -5.259  2.472  2.630
H  -2.976  2.246  2.797
H  -3.702  2.738  4.381
H  -1.933  1.143  4.472
H  -2.952  -0.085  3.820
H  -4.419  0.260  5.552

Forces on atoms 1 to 6 (eV/Å):
0.99 0.17 -0.89
-0.69 -0.83 0.47
0.22 0.45 1.42
-0.72 0.55 0.00
-0.11 -0.17 -0.40
1.24 -0.28 -0.86

## Properties
HOMO = -8.478 eV
orbital gap = 8.78 eV
ΔE to the lowest compared entry with this formula, charge and spin = 406.6 kJ/mol
SMILES string = COC[C@H](C)N.COC[C@H](C)N.COC[C@H](C)N.COC[C@H](C)N.COC[C@H](C)N.COC[C@H](C)N.COC[C@H](C)N.COC[C@H](C)N.COC[C@H](C)N.OCCO.OCCO.OCCO
spin multiplicity = 1
lowest unoccupied orbital energy = 0.30 eV

The following is a quantum chemistry calculation of 2 unconnected molecules or ions with the total composition C2H4ClNO2, from the Open Molecules 2025 dataset.

Geometry (Å):
C  -2.675  1.198  0.302
C  0.666  -0.119  0.031
N  -1.390  1.538  0.186
O  -3.480  1.798  0.968
O  -0.500  -0.180  -0.513
Cl  -0.559  2.019  1.533
H  -2.922  0.469  -0.428
H  1.585  0.246  -0.404
H  0.896  -1.233  0.463
H  0.638  0.596  0.986

Forces on atoms 1 to 6 (eV/Å):
-2.02 0.63 0.52
2.17 -2.67 3.81
3.35 -0.38 -0.54
-0.12 -0.21 0.44
-2.11 2.28 -0.55
-0.71 0.17 -0.31

## Properties
HOMO (spin up / spin down) = -10.154 / -10.269 eV
orbital gap (spin up / spin down) = 8.28 / 8.15 eV
ΔE to the lowest compared entry with this formula, charge and spin = 550.5 kJ/mol
spin multiplicity = 1
lowest unoccupied orbital energy (spin up / spin down) = -1.88 / -2.12 eV

E_tot across the listed records, respectively: -47549.309; -7862.075; -90631.116; -89565.093; -20240.517 eV.